No. 1
17
Properties=species:S:1:pos:R:3:lowdin_charge:R:1 method="wB97M-V/def2-TZVPD" smiles="NCC=O.NCO"
N 0.529 -0.534 -0.811 0.00
C 1.733 -0.636 -0.006 -0.24
C 1.633 -1.752 0.988 -0.26
O 0.720 -2.532 1.003 0.06
H 0.623 0.093 -1.604 0.08
H 0.302 -1.431 -1.230 0.09
H 1.873 0.298 0.553 0.12
H 2.655 -0.738 -0.598 0.12
H 2.453 -1.839 1.720 0.12
N -1.565 1.883 -1.452 -0.01
C -1.173 2.018 -0.037 -0.39
O -1.540 0.899 0.707 -0.08
H -2.526 1.536 -1.464 0.07
H -1.593 2.798 -1.902 0.06
H -0.088 2.171 0.018 0.10
H -1.649 2.905 0.386 0.11
H -0.966 0.147 0.432 0.06



No. 2
99
Properties=species:S:1:pos:R:3:lowdin_charge:R:1 method="wB97M-V/def2-TZVPD" charge=-2
Rb 0.569 -1.515 -0.001 0.81
C 3.298 -1.779 1.751 -0.11
N 3.069 -2.948 0.912 -0.27
C 4.042 -3.050 -0.175 -0.19
C 3.648 -2.282 -1.444 -0.18
C 3.217 -3.171 -2.612 -0.24
N 1.979 -3.916 -2.397 0.04
C 0.905 -3.234 -2.504 -0.20
C -0.443 -3.782 -2.420 -0.17
C -0.677 -5.140 -2.632 -0.07
C -1.954 -5.661 -2.626 -0.15
C -3.028 -4.789 -2.397 -0.14
C -2.835 -3.450 -2.178 -0.04
C -1.524 -2.873 -2.157 -0.46
O -1.323 -1.655 -1.882 -0.29
C 3.022 -4.161 1.707 -0.22
C 2.252 -5.305 1.033 -0.16
C 0.940 -5.643 1.747 -0.26
N -0.105 -4.668 1.511 0.06
C -0.201 -3.708 2.345 -0.17
C -1.234 -2.681 2.314 -0.23
C -2.455 -2.887 1.682 -0.06
C -3.479 -1.964 1.785 -0.13
C -3.265 -0.817 2.559 -0.15
C -2.059 -0.565 3.165 -0.05
C -0.949 -1.464 3.030 -0.49
O 0.204 -1.205 3.478 -0.13
H 4.224 -1.879 2.346 0.09
H 2.451 -1.632 2.428 0.06
H 3.412 -0.889 1.128 0.07
H 4.155 -4.109 -0.424 0.11
H 5.027 -2.705 0.187 0.12
H 4.458 -1.635 -1.788 0.10
H 2.835 -1.596 -1.208 0.04
H 4.011 -3.903 -2.809 0.10
H 3.134 -2.543 -3.509 0.11
H 0.938 -2.147 -2.682 0.12
H 0.184 -5.775 -2.809 0.10
H -2.125 -6.717 -2.793 0.07
H -4.041 -5.184 -2.385 0.08
H -3.667 -2.786 -1.975 0.10
H 2.544 -3.908 2.655 0.10
H 4.049 -4.487 1.971 0.12
H 2.871 -6.209 1.012 0.10
H 2.037 -5.044 -0.007 0.10
H 1.139 -5.761 2.827 0.11
H 0.573 -6.608 1.380 0.10
H 0.500 -3.593 3.186 0.12
H -2.585 -3.798 1.108 0.11
H -4.426 -2.129 1.285 0.08
H -4.075 -0.099 2.679 0.09
H -1.893 0.337 3.745 0.10
S -1.503 0.860 -0.496 0.81
C -1.545 1.947 0.723 -0.69
N -2.693 2.568 1.100 -0.12
C -2.682 3.581 2.127 -0.14
C -1.451 4.438 1.932 -0.14
N -0.289 3.593 2.033 -0.12
C 0.944 4.228 2.484 -0.14
C 1.550 5.091 1.404 -0.20
C 1.386 6.471 1.418 -0.07
C 1.906 7.255 0.397 -0.12
C 2.600 6.658 -0.644 -0.10
C 2.776 5.282 -0.659 -0.06
C 2.252 4.499 0.358 -0.01
C -0.288 2.336 1.500 -0.69
S 0.946 1.286 1.648 0.78
C -3.960 2.124 0.538 -0.16
C -4.251 2.685 -0.836 -0.22
C -4.235 4.056 -1.067 -0.04
C -4.513 4.564 -2.326 -0.10
C -4.817 3.702 -3.369 -0.11
C -4.832 2.335 -3.147 -0.08
C -4.546 1.829 -1.889 -0.05
H -2.678 3.128 3.128 0.13
H -3.585 4.186 2.028 0.12
H -1.383 5.196 2.718 0.12
H -1.492 4.960 0.965 0.14
H 1.628 3.435 2.777 0.08
H 0.709 4.830 3.369 0.12
H 0.850 6.936 2.239 0.10
H 1.774 8.330 0.419 0.09
H 3.011 7.267 -1.440 0.09
H 3.331 4.781 -1.441 0.09
H 2.432 3.432 0.315 0.07
H -4.750 2.420 1.237 0.13
H -3.942 1.032 0.486 0.09
H -3.982 4.735 -0.262 0.10
H -4.481 5.633 -2.495 0.09
H -5.021 4.096 -4.356 0.09
H -5.035 1.654 -3.962 0.10
H -4.495 0.761 -1.727 0.11
F 2.254 1.442 -1.510 -0.10
C 3.594 1.882 -1.382 -0.25
F 4.199 0.751 -0.752 -0.10
C 4.098 1.728 -2.806 -0.59
F 3.892 0.517 -3.425 0.07
F 5.445 1.934 -2.876 0.07
F 3.527 2.659 -3.625 0.08



No. 3
70
Properties=species:S:1:pos:R:3:lowdin_charge:R:1 method="wB97M-V/def2-TZVPD" charge=+4
Br 2.773 -2.594 -21.774 -0.95
C -1.952 -0.896 -23.451 0.04
C -1.782 -1.347 -24.917 -0.34
O -2.646 -1.057 -25.707 0.17
N -0.630 -2.257 -25.406 0.11
H -0.325 -1.879 -26.291 0.18
H 0.141 -2.283 -24.754 0.15
C -1.082 -3.734 -25.470 0.05
H -1.461 -1.611 -22.790 0.08
H -2.997 -0.721 -23.195 0.11
H -1.333 -0.001 -23.391 0.11
H -0.248 -4.424 -25.596 0.10
H -1.748 -3.808 -26.330 0.11
H -1.567 -3.925 -24.513 0.10
C 6.771 -6.041 -25.496 0.05
N 7.348 -6.964 -24.427 -0.07
C 8.263 -7.815 -24.883 0.02
C 8.829 -8.754 -23.989 0.05
C 8.516 -8.765 -22.634 -0.10
C 7.581 -7.778 -22.176 0.05
C 7.091 -6.757 -23.057 0.10
C 9.212 -9.714 -21.569 -0.05
C 9.659 -9.274 -20.251 0.07
C 10.238 -10.151 -19.279 0.06
N 10.277 -11.482 -19.630 -0.10
C 9.943 -11.908 -20.839 0.01
C 9.367 -11.124 -21.849 0.07
C 11.030 -12.271 -18.678 0.03
H 7.519 -5.518 -26.093 0.11
H 6.226 -5.226 -25.020 0.10
H 6.178 -6.574 -26.239 0.11
H 8.467 -7.742 -25.941 0.16
H 9.502 -9.485 -24.410 0.13
H 7.218 -7.683 -21.163 0.12
H 6.541 -5.837 -22.924 0.15
H 9.520 -8.228 -20.022 0.12
H 10.616 -9.938 -18.291 0.15
H 10.098 -12.961 -21.019 0.15
H 8.979 -11.548 -22.764 0.13
H 10.547 -12.197 -17.704 0.12
H 12.047 -11.880 -18.672 0.13
H 11.051 -13.309 -19.008 0.12
C -3.750 -4.999 -9.116 0.03
N -3.284 -5.156 -10.501 -0.07
C -1.971 -5.504 -10.740 0.06
C -1.474 -5.554 -12.056 0.08
C -2.381 -5.205 -13.136 -0.10
C -3.646 -4.712 -12.827 0.04
C -4.057 -4.738 -11.517 0.02
C -2.057 -5.542 -14.565 -0.12
C -2.892 -6.294 -15.383 0.04
C -2.616 -6.498 -16.739 0.04
N -1.496 -5.922 -17.308 -0.06
C -0.665 -5.172 -16.587 0.01
C -0.911 -4.933 -15.193 0.09
C -1.167 -6.243 -18.825 0.10
H -4.285 -4.060 -8.972 0.12
H -2.937 -4.901 -8.397 0.11
H -4.250 -5.917 -8.806 0.12
H -1.413 -5.750 -9.848 0.15
H -0.516 -6.024 -12.222 0.13
H -4.415 -4.477 -13.547 0.14
H -5.077 -4.515 -11.240 0.16
H -3.783 -6.768 -15.000 0.14
H -3.266 -7.014 -17.431 0.15
H 0.194 -4.620 -16.941 0.15
H -0.193 -4.310 -14.680 0.13
H -0.168 -5.935 -19.130 0.11
H -1.870 -5.548 -19.285 0.10
H -1.455 -7.287 -18.951 0.10



Record order is preserved below.
ΔE to the lowest compared entry with this formula, charge and spin: 42.3 0.0 75.3 kcal per mole
Record order is preserved below.
Lowest unoccupied orbital energy: 0.85 3.67 -9.74 eV